{"formula": "C29H49Cl2OPPm", "method": "the ωB97M-V functional and the def2-TZVPD basis", "gap_ha": [0.186, 0.185], "e_above_lowest_kcal_mol": 71.29, "total_charge": -1, "spin_multiplicity": 5, "species": ["H", "H", "H", "P", "H", "H", "C", "H", "H", "C", "C", "H", "H", "H", "C", "H", "H", "C", "H", "C", "C", "C", "H", "C", "H", "C", "H", "C", "C", "H", "H", "H", "H", "C", "H", "H", "H", "C", "C", "C", "H", "H", "H", "H", "C", "H", "H", "O", "C", "H", "H", "H", "H", "C", "H", "H", "H", "C", "H", "H", "C", "H", "H", "H", "H", "C", "C", "C", "H", "Pm", "C", "C", "H", "C", "H", "H", "C", "H", "C", "H", "H", "Cl", "Cl"], "coordinates": [[-2.524, -4.929, -1.967], [0.440, -4.379, 4.990], [-0.646, 1.124, -3.955], [-0.022, -0.658, -1.331], [-2.769, 1.138, -5.249], [1.783, -5.246, -1.861], [-0.481, 1.858, 4.115], [-2.345, -2.453, -2.074], [4.557, 1.835, -3.926], [1.761, 1.469, -1.876], [3.524, 1.548, -3.692], [-2.361, 3.077, -3.755], [1.774, -1.461, -3.761], [-1.601, -4.415, -3.379], [-0.167, -2.357, -2.108], [-3.586, 0.273, -3.946], [0.391, -1.200, 7.622], [-1.581, -4.465, -2.281], [-2.292, -0.420, -1.903], [-1.273, 4.198, 4.180], [1.156, -0.503, 5.713], [-0.568, 3.176, 3.509], [-0.137, -2.270, -3.204], [-1.418, 5.458, 3.608], [4.030, -0.523, -3.336], [0.935, -4.651, -2.220], [-0.761, -3.383, 5.904], [-3.109, 2.326, -3.460], [0.700, -0.249, 7.143], [3.290, 2.997, -2.088], [-0.371, -2.507, 3.611], [1.177, 0.122, -4.244], [1.533, 0.195, 7.728], [-1.749, 1.585, -1.451], [2.332, -0.549, -1.497], [-1.969, 6.232, 4.135], [-0.453, -6.323, -2.277], [-1.449, 0.244, -2.151], [0.374, -2.291, 4.405], [0.010, 3.472, 2.256], [1.486, 0.459, 5.278], [1.377, -2.308, 3.918], [-3.900, 1.493, -1.628], [-0.158, 0.456, 7.153], [1.887, -0.386, -3.582], [1.044, 2.024, -2.496], [-0.960, 6.714, 1.916], [0.071, -1.019, 4.947], [-3.086, 2.167, -1.934], [-1.716, 3.983, 5.150], [1.970, -2.766, -1.954], [-0.741, 1.824, 5.177], [1.025, -3.267, -0.555], [1.574, -0.040, -2.115], [-0.947, 2.302, -1.666], [-3.274, 3.133, -1.448], [0.322, 4.947, 0.728], [3.316, 0.049, -3.945], [3.526, -0.193, -4.994], [1.016, -4.608, -3.316], [1.021, -3.226, -1.654], [2.058, -1.158, 5.737], [1.004, -3.246, 6.267], [0.604, 2.713, 1.751], [2.874, 2.120, -4.370], [-0.390, -5.321, -1.836], [-0.852, 5.729, 2.360], [-1.491, -3.039, -1.716], [-1.237, -0.523, -4.181], [-0.141, 0.361, 3.112], [-0.134, 4.733, 1.690], [-2.789, 0.999, -4.160], [-1.563, -3.071, -0.620], [0.257, -3.390, 5.460], [-1.762, 1.440, -0.365], [1.537, 1.717, -0.831], [-1.447, 0.427, -3.676], [-4.085, 2.705, -3.789], [3.183, 1.916, -2.242], [3.897, 1.424, -1.566], [-0.425, -5.449, -0.745], [-2.166, -0.319, 2.271], [2.082, 0.400, 2.545]]}